The following is a DFT calculation (ωB97M-V/def2-TZVPD) of a structure of composition C7H14N2 in a non-equilibrium geometry.

Cartesian coordinates (Å):
1 N 0.404 -1.050 1.919
2 N -0.303 -0.974 -0.800
3 C -0.379 1.577 -1.001
4 C -1.107 -1.115 -1.988
5 C 2.719 -0.505 -0.272
6 C 0.121 0.218 1.452
7 C 1.588 0.034 -0.626
8 C -1.290 0.669 1.747
9 C 0.167 0.259 -0.478
10 H -1.456 1.649 -0.847
11 H -1.483 1.678 1.392
12 H -0.177 1.670 -2.069
13 H -0.503 -0.983 -2.902
14 H 3.633 -0.342 -0.834
15 H -1.930 -0.391 -2.059
16 H 0.893 0.946 1.696
17 H -1.529 -2.121 -2.022
18 H 2.847 -1.198 0.563
19 H 0.122 2.410 -0.503
20 H -2.008 -0.016 1.295
21 H -0.272 -1.750 1.629
22 H -1.433 0.655 2.830
23 H 1.377 -1.320 1.878

Cartesian forces (eV/Å) of the 2 atoms listed first:
-0.12 0.20 0.45
-1.57 -0.88 0.08

Summary:
Multiplicity: 1
Charge: 0
E, Eh: -384.43570
ΔE to the lowest compared entry with this formula, charge and spin, kJ/mol: 515.11
Orbital gap (alpha / beta), eV: 8.02 / 7.20


The following is a DFT calculation (ωB97M-V/def2-TZVPD) of a structure of composition C27H36Cl2InN3O4Sb.

Cartesian coordinates (Å):
1 Sb -0.263 -2.070 -0.078
2 In 1.250 1.741 -1.116
3 Cl 1.124 5.246 -0.847
4 Cl 3.119 3.569 0.524
5 O 1.632 0.101 0.845
6 O 6.051 -3.177 1.115
7 O 4.267 -2.482 2.224
8 O 2.208 -1.959 0.145
9 N 4.156 0.715 -0.527
10 N -1.096 2.534 -0.336
11 N 5.486 0.717 -0.662
12 C -2.400 3.618 -3.600
13 C 1.455 -3.311 -2.352
14 C -0.636 -4.632 -1.823
15 C -1.887 4.144 1.333
16 C 5.079 -2.285 1.370
17 C -2.443 -1.381 -0.278
18 C 2.568 5.223 0.172
19 C -0.785 -4.567 1.797
20 C -0.046 -3.238 1.798
21 C -3.364 3.073 -1.058
22 C -0.463 -2.332 2.948
23 C -2.710 -1.252 -1.762
24 C -1.923 4.535 2.654
25 C -3.358 -2.377 0.408
26 C -1.981 2.960 -1.304
27 C -0.012 -3.251 -1.964
28 C -1.215 2.959 0.952
29 C -0.533 2.232 1.955
30 C -1.525 3.220 -2.609
31 C 6.072 -0.326 -0.047
32 C -0.568 2.641 3.269
33 C -3.759 3.733 -3.335
34 C -4.235 3.435 -2.065
35 C -1.282 3.782 3.634
36 C 5.059 -1.061 0.528
37 C 2.464 -0.764 0.435
38 C 3.881 -0.349 0.200
39 H 0.007 1.335 1.674
40 H -4.438 4.043 -4.118
41 H -2.445 5.443 2.926
42 H -0.431 -5.235 1.014
43 H -4.401 -2.066 0.278
44 H 5.932 1.464 -1.165
45 H -3.262 -3.374 -0.026
46 H -1.330 4.081 4.672
47 H -1.862 -4.436 1.683
48 H 0.067 -1.379 2.909
49 H -2.726 -2.231 -2.243
50 H -0.044 -5.260 -1.156
51 H -3.688 -0.789 -1.929
52 H 1.851 -2.316 -2.557
53 H -0.035 2.078 4.023
54 H 7.142 -0.450 -0.035
55 H -5.295 3.491 -1.857
56 H 1.032 -3.394 1.833
57 H -2.344 4.759 0.570
58 H -3.166 -2.436 1.479
59 H 6.630 -2.909 0.394
60 H -0.661 -5.120 -2.801
61 H -1.538 -2.141 2.945
62 H -2.453 -0.417 0.230
63 H 1.568 -3.916 -3.257
64 H -1.658 -4.586 -1.445
65 H 2.327 5.713 1.108
66 H 2.054 -3.758 -1.561
67 H -2.018 3.851 -4.585
68 H 3.355 5.742 -0.361
69 H -1.970 -0.618 -2.254
70 H -3.736 2.824 -0.072
71 H -0.607 -5.056 2.759
72 H -0.466 3.166 -2.822
73 H -0.565 -2.657 -2.692
74 H -0.214 -2.810 3.898

Cartesian forces (eV/Å) of the 2 atoms listed first:
-0.13 -0.29 -0.22
0.01 -0.39 0.01

Summary:
Multiplicity: 1
Charge: +1
E, Eh: -2866.17420
Orbital gap (alpha / beta), eV: 6.76 / 5.53


The following is a DFT calculation (ωB97M-V/def2-TZVPD) of a cluster of 2 separate species, C4H9N6O in total in a non-equilibrium geometry.

Cartesian coordinates (Å):
1 O 0.711 -3.053 -0.027
2 N 1.358 0.168 -0.140
3 N 3.388 0.838 0.298
4 N 2.161 1.223 -0.003
5 N 2.162 -0.852 0.130
6 N -0.179 -2.159 -0.267
7 N 3.346 -0.400 0.379
8 C -3.204 -0.785 0.654
9 C 1.713 2.557 -0.352
10 C -0.873 -1.241 -0.140
11 C -1.955 -0.345 -0.134
12 H 1.036 2.473 -1.124
13 H -2.834 -0.948 1.601
14 H -2.377 0.031 -1.191
15 H 1.507 -2.658 -0.380
16 H -3.955 0.009 0.620
17 H -3.824 -1.488 0.173
18 H -1.676 0.648 0.206
19 H 2.421 3.107 -0.808
20 H 1.076 2.876 0.506

Cartesian forces (eV/Å) of the 2 atoms listed first:
-1.22 -1.30 -0.08
1.94 0.44 0.57

Summary:
Multiplicity: 1
Charge: +1
E, Eh: -561.11027
ΔE to the lowest compared entry with this formula, charge and spin, kJ/mol: 377.89
Orbital gap, eV: 11.35


The following is a DFT calculation (ωB97M-V/def2-TZVPD) of a cluster of 2 separate species, C3H7O2S in total in a non-equilibrium geometry.

Cartesian coordinates (Å):
1 S 1.722 0.756 0.751
2 O -1.252 1.474 0.696
3 O -3.320 1.107 1.614
4 C -2.497 1.549 0.805
5 C 1.356 -1.283 -1.172
6 C 0.995 -0.818 0.242
7 H 1.145 -1.615 0.966
8 H 2.341 -0.874 -1.450
9 H 0.674 -0.909 -1.940
10 H -2.933 2.139 -0.049
11 H 0.476 1.397 0.728
12 H -0.063 -0.561 0.139
13 H 1.357 -2.361 -1.332

Cartesian forces (eV/Å) of the 2 atoms listed first:
-0.39 0.32 -0.04
0.33 -0.40 0.56

Summary:
Multiplicity: 1
Charge: -1
E, Eh: -667.22039
ΔE to the lowest compared entry with this formula, charge and spin, kJ/mol: 60.12
Orbital gap, eV: 7.83